Record 1
This record from the OMol25 dataset describes a gas-phase ion, C4HBr2N2O2 (charge -1) at a distorted geometry. The level of theory is ωB97M-V/def2-TZVPD.

XYZ file:
```
11
Properties=species:S:1:pos:R:3:forces:R:3:lowdin_charge:R:1
C 0.099 0.012 -0.128 -1.5 -0.1 0.5 -0.29
C -1.109 0.801 0.027 0.5 -0.6 -0.7 -0.62
C -1.270 2.206 0.072 -0.6 -1.0 1.1 -0.60
C 1.334 0.559 -0.094 -1.9 2.2 0.0 -0.63
N -0.118 3.039 0.063 -1.6 1.1 -0.1 0.15
N 1.010 2.621 0.028 2.0 -5.2 -0.8 -0.24
O 2.023 3.218 -0.181 1.5 1.1 0.3 -0.05
O -2.329 2.806 0.232 -0.3 0.1 -0.3 -0.06
Br -2.733 -0.296 0.039 0.6 0.7 0.0 0.59
Br 3.056 -0.065 0.102 -0.2 0.3 -0.1 0.66
H -0.247 -1.080 -0.223 1.6 1.4 0.2 0.08
```
Positions in Å, forces in eV/Å.

Its multiplicity is 1. The net charge is -1. For the HOMO energy, the calculation gives -3.4 eV. As for the frontier orbital gap: 6.28 eV.

Record 2
This record from the OMol25 dataset describes a molecular structure, C23H35OSTi at a distorted geometry. The level of theory is ωB97M-V/def2-TZVPD.

XYZ file:
```
61
Properties=species:S:1:pos:R:3:forces:R:3:lowdin_charge:R:1
C 1.384 -1.970 0.930 -0.2 -0.4 -1.7 -0.29
C 1.949 -1.348 -0.247 -0.7 -0.7 0.0 -0.33
C 0.993 -1.516 -1.329 0.5 -0.6 1.2 -0.26
C -0.098 -2.296 -0.828 0.7 0.6 0.3 -0.22
C 0.129 -2.545 0.557 1.0 0.7 -0.1 -0.24
Ti 0.321 -0.036 0.308 -1.6 0.4 -1.0 1.06
C -3.685 0.965 -0.783 4.2 1.5 1.1 -0.21
C -2.926 0.664 0.376 -1.4 -0.9 -1.9 -0.21
H -2.638 1.435 1.065 -0.7 0.5 0.6 0.08
C -2.222 -0.559 0.635 2.0 -1.1 0.4 -0.11
H -2.400 -1.496 0.073 -0.3 1.1 0.2 0.03
H -2.004 -0.861 1.697 -0.3 0.7 -0.9 0.06
C -3.638 2.532 -0.977 1.2 -0.2 -0.1 -0.09
H -2.911 2.959 -0.243 -1.0 -0.1 -0.1 0.06
H -3.049 2.674 -1.900 -0.6 0.2 0.1 0.05
H -4.511 3.178 -1.044 -0.3 -0.4 0.1 0.06
C -3.044 0.272 -2.051 0.8 0.7 0.8 -0.07
H -2.034 -0.045 -1.668 -0.8 -0.6 -0.6 0.04
H -3.538 -0.514 -2.618 -0.1 0.0 0.2 0.07
H -2.720 1.103 -2.712 -0.8 -0.7 -0.1 0.06
C 3.331 -0.826 -0.332 0.6 0.0 -0.1 -0.03
H 3.577 -0.230 0.557 0.1 -0.1 -0.2 0.09
H 4.055 -1.655 -0.392 -0.2 0.2 0.0 0.11
H 3.465 -0.199 -1.216 0.0 -0.2 0.2 0.07
C 1.182 -1.052 -2.728 0.0 0.2 -0.4 0.00
H 1.669 -0.071 -2.736 0.0 -0.1 -0.2 0.07
H 1.817 -1.751 -3.295 -0.2 0.2 0.2 0.11
H 0.220 -0.963 -3.249 0.3 0.0 0.1 0.09
C -1.176 -2.906 -1.651 -0.4 0.0 -0.3 -0.01
H -1.212 -2.450 -2.646 -0.1 -0.2 0.2 0.08
H -0.992 -3.985 -1.782 0.1 0.3 0.1 0.11
H -2.168 -2.807 -1.194 0.2 -0.1 -0.2 0.08
C -0.701 -3.384 1.453 -0.5 -0.2 0.3 -0.01
H -1.750 -3.412 1.136 0.2 0.0 0.1 0.09
H -0.323 -4.417 1.466 -0.1 0.2 0.0 0.11
H -0.675 -3.013 2.488 0.0 -0.1 -0.3 0.09
C 2.143 -2.262 2.170 0.2 0.2 0.5 -0.02
H 1.480 -2.429 3.024 0.1 0.0 -0.1 0.07
H 2.756 -3.169 2.043 -0.2 0.3 0.0 0.11
H 2.825 -1.442 2.414 0.0 -0.1 0.1 0.09
C 1.469 1.738 -0.728 -0.9 3.9 -0.6 -0.12
C 0.586 2.810 -1.433 -1.8 -5.1 -0.3 -0.09
C 2.750 2.087 -1.263 -0.1 -1.2 -1.3 -0.18
C 0.521 2.710 -2.834 2.1 1.6 -0.1 -0.12
H -0.349 3.210 -1.105 -0.8 -0.4 1.4 0.06
C 2.913 2.527 -2.620 -0.1 1.3 0.6 -0.12
H 3.659 1.908 -0.693 -0.1 -0.4 -0.2 0.09
C 1.805 2.776 -3.440 -0.7 -1.3 0.2 -0.10
H -0.415 2.760 -3.419 0.6 0.8 0.5 0.11
H 3.899 2.849 -2.972 -0.2 -0.5 0.2 0.10
H 1.827 3.030 -4.501 0.5 -0.3 0.2 0.10
C -0.448 2.448 3.777 0.0 0.2 0.0 -0.22
S 0.773 1.149 3.496 -1.6 -1.0 -1.7 1.06
C 0.062 -0.044 4.655 0.1 -0.1 0.2 -0.21
O 0.305 0.551 2.072 0.8 1.2 3.0 -0.63
H -0.172 2.949 4.714 0.0 -0.1 -0.2 0.08
H -1.457 2.024 3.869 0.4 0.0 -0.2 0.08
H -0.402 3.171 2.955 0.1 -0.3 0.2 0.08
H -1.019 -0.141 4.487 0.4 0.1 -0.1 0.08
H 0.564 -1.014 4.540 -0.1 0.4 -0.1 0.05
H 0.248 0.330 5.672 0.0 0.0 -0.3 0.08
```
Positions in Å, forces in eV/Å.

Its multiplicity is 1. The net charge is +1. For the HOMO energy (alpha / beta), the calculation gives -9.9 / -9.9 eV. As for the frontier orbital gap (alpha / beta): 6.17 / 6.17 eV.

Record 3
This record from the OMol25 dataset describes a molecular structure, C24H23F8MnN4O15P2S2Te. The level of theory is ωB97M-V/def2-TZVPD.

XYZ file:
```
80
Properties=species:S:1:pos:R:3:forces:R:3:mulliken_spin:R:1
Mn 1.590 1.040 1.007 -0.2 0.0 -0.4 3.09
O 1.102 3.228 3.755 0.0 0.0 0.0 0.00
P 2.174 2.058 3.817 0.1 0.0 -0.1 0.01
O 2.508 1.655 5.179 0.0 -0.1 0.0 -0.01
O 1.590 0.976 2.860 -0.1 0.2 0.1 0.00
O 3.418 2.631 2.954 0.1 -0.2 0.1 0.00
P 4.384 1.631 2.088 -0.1 0.0 -0.1 0.00
O 5.412 2.657 1.460 0.0 0.1 0.1 0.00
O 5.020 0.582 2.878 0.0 0.0 0.0 0.00
O 3.473 1.169 0.910 -0.1 0.1 0.1 0.05
H 1.198 3.831 4.501 0.0 0.0 0.0 0.00
H 4.953 3.390 1.023 0.0 -0.1 -0.1 0.00
F -0.271 5.148 0.833 0.0 -0.1 -0.1 0.00
Te 1.492 4.641 0.514 -0.5 0.2 0.4 0.02
F 1.755 5.312 2.227 0.1 -0.1 0.0 0.00
F 1.832 6.373 -0.076 -0.1 0.0 0.0 0.00
F 3.357 4.524 0.510 0.0 -0.3 -0.5 0.00
F 0.937 4.406 -1.246 0.4 -0.1 -0.1 0.00
O 1.170 2.894 0.871 0.4 0.2 0.2 -0.01
O 0.000 -0.793 -1.370 -0.2 -0.1 0.0 0.00
C 0.676 0.140 -1.759 0.0 0.0 0.0 0.00
N 1.617 0.820 -1.019 0.0 -0.1 0.2 -0.05
S 2.739 1.514 -2.035 0.0 -0.1 0.0 0.01
O 3.786 0.575 -2.337 0.0 0.1 0.0 0.00
O 3.121 2.823 -1.624 0.0 0.2 0.1 0.00
C 1.655 1.523 -3.428 0.0 0.0 0.0 0.00
C 1.806 2.149 -4.647 0.0 0.0 0.0 0.00
C 0.830 1.903 -5.606 0.0 0.0 0.0 0.00
C -0.235 1.044 -5.345 0.0 0.0 0.0 0.00
C -0.355 0.411 -4.113 0.0 0.0 0.0 0.00
C 0.606 0.675 -3.156 0.0 0.0 0.0 0.00
H 2.638 2.812 -4.840 0.0 0.0 0.0 0.00
H 0.896 2.389 -6.571 0.0 0.0 0.0 0.00
H -0.980 0.873 -6.111 0.0 0.0 0.0 0.00
H -1.179 -0.254 -3.891 0.0 0.0 0.0 0.00
C -2.312 -2.819 0.235 0.0 -0.1 -0.1 0.00
C -1.997 -3.509 -1.084 0.1 0.0 0.0 0.00
S -0.816 -4.845 -0.947 0.1 0.0 -0.1 0.00
O -0.851 -5.359 0.401 0.0 0.0 0.0 0.00
O -1.051 -5.741 -2.054 0.0 0.0 0.0 0.00
C 0.830 -4.135 -1.217 0.0 0.0 0.0 0.00
C 1.764 -4.293 -0.017 0.1 0.0 0.0 0.00
N 1.704 -3.117 0.849 0.1 0.1 0.1 0.00
C 2.162 -1.903 0.468 0.0 -0.1 -0.1 0.01
N 1.604 -0.960 1.210 -0.1 0.1 0.1 -0.06
C 0.772 -1.563 2.116 0.1 -0.1 0.0 0.01
C 0.829 -2.895 1.896 -0.1 0.0 -0.1 0.01
N 0.312 -3.928 2.747 0.2 0.1 0.3 0.00
O 0.945 -4.964 2.823 -0.1 -0.1 -0.2 0.00
O -0.668 -3.648 3.405 -0.1 0.0 -0.1 0.00
C 3.172 -1.705 -0.596 0.0 -0.1 0.1 0.01
H -3.255 -2.281 0.135 0.1 0.0 -0.1 0.00
H -1.544 -2.095 0.498 0.1 0.1 0.0 0.01
H -2.412 -3.547 1.040 0.0 0.0 0.0 0.00
H -1.596 -2.816 -1.823 0.0 0.0 0.0 0.00
H -2.866 -4.007 -1.517 0.0 0.0 0.0 0.00
H 0.708 -3.085 -1.484 0.0 0.0 0.0 0.00
H 1.206 -4.675 -2.085 0.0 0.0 0.0 0.00
H 2.792 -4.394 -0.359 0.0 0.0 0.0 0.00
H 1.510 -5.167 0.574 0.0 0.0 0.0 0.00
H 0.256 -1.012 2.880 0.0 0.0 0.0 -0.01
H 3.906 -2.510 -0.565 0.0 0.0 0.0 0.00
H 3.681 -0.759 -0.433 0.0 -0.1 0.0 0.00
H 2.723 -1.675 -1.590 0.0 0.0 0.0 0.00
F -7.802 0.587 2.108 0.0 0.0 0.0 0.00
C -7.257 1.139 1.006 0.0 0.0 0.0 0.00
F -7.760 0.455 -0.046 0.0 0.0 0.0 0.00
F -7.738 2.392 0.913 0.0 0.0 0.0 0.00
C -5.759 1.099 1.034 0.0 0.0 0.0 0.01
C -5.018 2.153 0.517 0.0 0.0 0.0 -0.01
C -3.636 2.083 0.507 0.0 0.0 0.0 0.02
C -2.984 0.955 1.012 0.0 0.1 0.0 -0.02
C -3.741 -0.095 1.537 0.0 0.0 0.1 0.01
C -5.121 -0.023 1.547 0.0 0.0 0.0 -0.01
C -1.555 0.897 0.994 0.0 -0.1 0.1 0.04
C -0.347 0.872 0.988 -0.1 0.0 -0.1 -0.13
H -5.519 3.030 0.131 0.0 0.0 0.0 0.00
H -3.044 2.903 0.123 0.0 0.0 0.0 0.00
H -3.234 -0.959 1.946 0.0 0.1 0.0 0.00
H -5.705 -0.835 1.962 0.0 0.0 0.0 0.00
```
Positions in Å, forces in eV/Å.

Its multiplicity is 4. The net charge is -1. For the HOMO energy (alpha / beta), the calculation gives -7.0 / -7.1 eV. As for the frontier orbital gap (alpha / beta): 7.06 / 7.83 eV. As for the expectation value of S²: 3.828.

Record 4
This record from the OMol25 dataset describes 2 unconnected molecules or ions with the total composition C11H15NO at a distorted geometry. The level of theory is ωB97M-V/def2-TZVPD.

XYZ file:
```
28
Properties=species:S:1:pos:R:3:forces:R:3:lowdin_charge:R:1
C 0.102 -2.612 -2.528 0.6 0.8 -0.1 -0.06
C -0.849 -2.311 -1.430 -1.5 -0.4 0.3 -0.22
C -2.024 -3.017 -1.242 1.3 0.4 0.8 -0.07
N -2.612 -2.605 -0.075 -0.4 0.2 0.4 0.04
C -1.845 -1.619 0.534 -1.4 -1.9 0.4 -0.22
C -2.177 -1.056 1.785 2.8 1.6 -2.7 0.01
C -1.215 -0.086 2.112 -1.7 -0.4 1.2 -0.10
C -0.103 0.207 1.335 2.4 1.1 0.5 -0.12
C 0.225 -0.452 0.176 -1.1 -1.0 -0.3 -0.01
C -0.709 -1.436 -0.261 0.6 0.7 -0.7 -0.11
H 0.844 -3.219 -2.045 0.7 -0.7 -0.3 0.07
H 0.640 -1.750 -2.926 -0.1 0.3 0.2 0.07
H -0.316 -3.086 -3.417 -0.2 -0.3 0.4 0.08
H -2.403 -3.930 -1.668 0.0 0.2 -0.6 0.12
H -3.193 -3.228 0.463 -0.1 0.3 -0.1 0.15
H -3.180 -1.120 2.118 -0.5 -0.3 1.0 0.10
H -1.388 0.439 3.038 0.2 0.4 0.1 0.09
H 0.683 0.973 1.664 -1.9 -1.5 0.0 0.09
H 1.164 -0.254 -0.320 -0.1 0.1 -0.2 0.11
C 1.651 3.685 -0.498 0.9 0.2 -0.4 -0.09
C 2.217 2.714 0.535 0.7 0.7 1.1 -0.29
O 2.903 3.530 1.535 0.3 -0.4 -0.2 -0.12
H 0.877 3.344 -1.208 0.4 -0.1 0.5 0.08
H 2.545 4.058 -1.031 -0.5 -0.2 -0.3 0.08
H 1.342 4.586 0.027 -0.6 -0.1 0.1 0.06
H 1.472 2.126 1.110 0.7 0.4 -1.1 0.06
H 3.078 2.122 0.130 -1.2 0.1 0.3 0.13
H 2.272 3.998 2.087 -0.2 -0.1 -0.1 0.07
```
Positions in Å, forces in eV/Å.

Its structure (SMILES) is Cc1c[nH]c2ccccc12.CCO. Its multiplicity is 1. The net charge is 0. For the HOMO energy, the calculation gives -7.8 eV. As for the frontier orbital gap: 8.67 eV.

Record 5
This record from the OMol25 dataset describes a molecular structure, C6H15NO at a distorted geometry. The level of theory is ωB97M-V/def2-TZVPD.

XYZ file:
```
23
Properties=species:S:1:pos:R:3:forces:R:3:lowdin_charge:R:1
C -0.472 0.798 0.503 0.7 2.0 4.2 -0.34
C 0.499 -1.091 -1.073 0.6 0.0 2.5 -0.33
C 0.028 1.510 2.394 -0.9 1.3 -1.5 -0.18
C 0.397 -0.287 0.774 0.5 -3.0 -5.7 -0.08
C -0.825 -1.589 -1.597 -0.2 -0.1 -0.2 -0.14
C 1.237 -0.207 -2.056 0.1 0.3 0.2 -0.13
N -1.836 0.612 0.398 -0.5 0.1 0.0 0.06
O 1.400 1.632 2.718 -0.1 -0.4 -0.3 -0.12
H 1.699 0.794 3.090 0.0 0.2 -0.1 0.08
H -0.088 1.609 -0.109 0.0 -0.1 0.1 0.13
H 1.134 -1.934 -0.782 0.0 -0.1 -0.3 0.10
H -2.314 1.106 -0.341 0.0 -0.2 0.3 0.09
H -2.211 -0.288 0.660 0.1 0.2 -0.3 0.09
H -0.344 2.521 2.222 0.1 0.1 0.2 0.06
H -0.533 1.121 3.252 -0.2 -0.6 -0.4 0.08
H 1.451 -0.061 0.874 -0.2 0.1 0.4 0.09
H -0.007 -1.129 1.328 0.1 0.2 0.3 0.10
H -0.705 -2.225 -2.489 0.2 0.1 0.2 0.07
H 1.489 -0.736 -2.988 -0.2 0.0 0.2 0.08
H -1.471 -0.766 -1.929 0.0 -0.1 0.3 0.06
H -1.350 -2.208 -0.862 -0.1 0.2 0.0 0.07
H 0.635 0.663 -2.345 0.1 0.0 0.1 0.07
H 2.185 0.155 -1.643 -0.1 0.0 0.0 0.07
```
Positions in Å, forces in eV/Å.

Its multiplicity is 1. The net charge is 0. For the HOMO energy, the calculation gives -6.7 eV. As for the frontier orbital gap: 7.66 eV.

Record 6
This record from the OMol25 dataset describes a molecular structure, C25H33N5O4S at a distorted geometry. The level of theory is ωB97M-V/def2-TZVPD.

XYZ file:
```
68
Properties=species:S:1:pos:R:3:forces:R:3:lowdin_charge:R:1
C -1.816 -3.938 -2.022 3.0 -1.0 -6.2 -0.16
H -1.268 -3.086 -2.599 -1.8 -0.9 1.0 0.11
H -0.972 -4.306 -1.479 -0.2 -0.9 1.0 0.07
H -2.102 -4.688 -2.897 1.1 1.1 1.5 0.13
C -3.075 -3.671 -1.477 -3.2 4.1 5.7 -0.18
N -2.850 -2.756 -0.129 0.5 1.3 1.9 -0.29
S -2.479 -1.206 -0.186 4.4 -0.8 -12.8 0.76
O -2.490 -0.740 -1.872 0.2 -2.6 6.0 -0.43
O -3.246 -0.273 0.458 -2.9 2.7 4.5 -0.27
C -0.658 -1.010 0.208 -10.6 4.0 10.3 -0.27
C 0.262 -1.230 -0.564 4.6 -5.0 -9.7 -0.17
C 1.513 -1.172 -0.214 7.8 -1.3 4.4 -0.09
N 2.841 -1.736 -0.813 -1.7 5.2 4.4 0.15
C 3.754 -1.034 0.164 0.7 -6.4 -12.2 -0.35
N 3.201 -0.597 1.144 -2.9 4.5 10.4 -0.03
C 1.780 -0.678 1.268 7.8 -4.2 -12.4 -0.13
C 0.843 -0.363 1.994 -7.9 5.9 8.7 -0.06
C -0.509 -0.422 1.536 5.6 -4.1 -4.7 0.01
H -1.224 0.087 1.945 -4.2 2.4 2.7 0.03
H 0.950 0.328 3.009 0.1 -2.1 -2.4 0.18
C 3.891 0.005 2.272 -0.4 1.5 4.9 -0.03
H 4.526 -0.612 2.941 -0.1 -0.5 -1.3 0.10
H 3.226 0.418 3.192 0.2 -1.3 -2.6 0.13
H 4.414 0.946 2.193 0.4 0.0 -1.5 0.07
C 5.184 -0.900 -0.439 1.4 -8.0 8.9 -0.18
H 5.846 -0.917 0.707 -1.4 0.4 -3.1 0.17
H 5.496 -2.187 -0.680 -1.0 4.3 -0.2 0.21
C 5.494 0.279 -1.188 -7.5 -3.7 -4.9 -0.11
C 4.414 1.206 -0.672 2.2 3.5 -2.5 -0.46
O 4.756 1.963 0.211 -0.9 -0.3 0.8 0.07
N 3.374 1.345 -1.576 0.9 7.2 6.2 0.20
C 2.071 1.750 -1.335 5.7 4.5 6.0 -0.35
C 1.052 1.425 -1.973 -5.7 -4.7 -6.0 -0.08
C -0.285 1.642 -1.704 5.6 6.1 7.5 0.02
C -0.551 2.505 -0.557 1.4 3.5 0.9 -0.02
C 0.626 3.193 0.235 0.3 -8.5 -9.5 0.07
C 1.897 2.606 -0.288 -1.2 5.4 9.0 0.01
H 2.696 2.950 0.756 -1.5 -1.4 -4.3 0.20
H 0.421 3.688 1.059 -0.2 2.5 3.7 0.02
N -1.902 3.098 -0.138 9.7 -4.1 -8.2 -0.19
C -2.834 2.632 -0.944 -5.9 3.5 -6.6 -0.19
H -3.389 1.738 -0.802 0.9 -1.9 -0.4 0.08
C -4.150 3.611 -0.695 4.7 2.0 -0.6 -0.11
O -4.558 3.335 0.628 -6.1 5.0 -6.5 -0.06
C -3.662 2.903 1.359 7.7 -4.4 5.9 -0.28
C -1.979 3.251 1.118 -5.9 0.2 7.8 -0.18
H -1.364 2.718 1.869 -0.3 -0.4 -0.6 0.13
H -1.942 4.257 1.318 0.5 2.8 1.5 0.09
H -3.808 3.192 2.352 -0.4 0.6 1.9 0.10
H -3.740 1.817 1.358 0.8 -0.6 0.3 0.10
H -3.682 4.742 -0.897 -1.3 -2.4 1.1 0.16
H -4.886 3.536 -1.435 -1.5 -0.7 -0.6 0.08
H -2.435 2.982 -2.235 -1.6 -1.7 3.9 0.24
H -1.008 1.313 -2.184 -6.3 -3.4 -4.6 -0.01
H 1.305 0.672 -2.730 -0.6 0.2 -0.5 0.15
H 3.353 0.632 -2.047 0.0 -9.7 -7.1 0.00
H 5.277 -0.258 -2.257 0.8 2.5 1.6 0.19
H 6.404 0.464 -0.981 6.3 2.4 0.7 0.05
H 0.147 -1.765 -1.525 -0.6 0.7 0.2 0.15
C -2.684 -3.206 1.450 -3.2 -12.9 -12.6 -0.17
C -1.552 -4.121 1.428 0.7 7.3 9.4 -0.06
H -1.539 -4.957 0.996 -0.6 -6.4 -4.0 -0.01
H -0.648 -3.483 1.291 -0.2 -1.0 0.4 0.09
H -1.820 -4.375 2.666 2.1 0.0 -2.7 0.18
H -2.863 -2.436 1.855 -1.5 10.2 6.8 -0.03
H -3.707 -3.855 1.328 2.2 1.4 1.6 0.17
H -3.651 -4.463 -0.911 0.5 0.4 -1.5 0.13
H -3.690 -2.790 -1.862 0.5 -2.1 -1.0 0.13
```
Positions in Å, forces in eV/Å.

Its multiplicity is 1. The net charge is 0. For the HOMO energy, the calculation gives -7.3 eV. As for the frontier orbital gap: 7.62 eV.

no.,M (g mol⁻¹)
1,268.87
2,407.47
3,1068.07
4,177.25
5,117.19
6,499.64